No. 1
{
  "formula": "C49H112N16O13P4",
  "method": "ωB97M-V/def2-TZVPD",
  "elements": ["C", "C", "O", "C", "O", "O", "H", "H", "H", "H", "C", "C", "O", "C", "O", "O", "H", "H", "H", "H", "C", "C", "O", "C", "O", "O", "H", "H", "H", "H", "C", "C", "C", "C", "N", "H", "H", "H", "H", "H", "H", "H", "C", "C", "C", "C", "N", "H", "H", "H", "H", "H", "H", "H", "C", "C", "C", "C", "N", "H", "H", "H", "H", "H", "H", "H", "C", "C", "C", "C", "N", "H", "H", "H", "H", "H", "H", "H", "O", "P", "N", "C", "C", "N", "C", "C", "N", "C", "C", "H", "H", "H", "H", "H", "H", "H", "H", "H", "H", "H", "H", "H", "H", "H", "H", "H", "H", "O", "P", "N", "C", "C", "N", "C", "C", "N", "C", "C", "H", "H", "H", "H", "H", "H", "H", "H", "H", "H", "H", "H", "H", "H", "H", "H", "H", "H", "O", "P", "N", "C", "C", "N", "C", "C", "N", "C", "C", "H", "H", "H", "H", "H", "H", "H", "H", "H", "H", "H", "H", "H", "H", "H", "H", "H", "H", "O", "P", "N", "C", "C", "N", "C", "C", "N", "C", "C", "H", "H", "H", "H", "H", "H", "H", "H", "H", "H", "H", "H", "H", "H", "H", "H", "H", "H"],
  "xyz": [[-1.10, 2.49, 6.01], [-2.26, 2.78, 5.08], [-3.33, 2.20, 5.74], [-2.87, 1.41, 6.70], [-3.55, 0.68, 7.45], [-1.55, 1.32, 6.71], [-0.82, 3.26, 6.73], [-0.23, 2.28, 5.39], [-2.05, 2.28, 4.14], [-2.45, 3.85, 5.04], [4.38, -3.03, 4.81], [4.09, -3.36, 3.33], [5.08, -2.61, 2.71], [5.47, -1.68, 3.55], [6.20, -0.76, 3.20], [4.96, -1.81, 4.80], [5.01, -3.80, 5.26], [3.44, -2.89, 5.34], [3.10, -3.09, 2.98], [4.42, -4.39, 3.18], [3.17, -4.69, -2.76], [1.76, -4.29, -2.87], [1.25, -4.35, -1.53], [2.15, -4.98, -0.75], [1.94, -5.23, 0.41], [3.21, -5.37, -1.51], [3.84, -3.83, -2.74], [3.52, -5.35, -3.54], [1.28, -4.92, -3.62], [1.86, -3.30, -3.32], [6.17, 2.72, 4.59], [6.28, 3.47, 3.23], [7.40, 4.55, 3.17], [7.56, 5.29, 4.41], [7.73, 5.86, 5.39], [7.01, 2.02, 4.58], [5.34, 2.01, 4.60], [6.23, 3.27, 5.53], [5.36, 4.05, 3.19], [6.28, 2.68, 2.47], [7.22, 5.21, 2.32], [8.34, 4.04, 3.01], [2.00, 5.02, 4.67], [1.49, 5.31, 3.24], [2.23, 6.46, 2.57], [3.66, 6.33, 2.34], [4.79, 6.25, 2.18], [1.68, 5.83, 5.32], [3.07, 4.93, 4.83], [1.57, 4.08, 5.02], [0.46, 5.67, 3.35], [1.36, 4.47, 2.56], [2.05, 7.42, 3.06], [1.73, 6.65, 1.61], [5.17, 0.77, -5.54], [4.80, 1.56, -4.33], [3.43, 1.19, -3.71], [3.31, -0.14, -3.19], [3.23, -1.26, -2.82], [6.06, 1.13, -6.06], [4.37, 0.79, -6.28], [5.32, -0.26, -5.22], [4.74, 2.59, -4.69], [5.60, 1.44, -3.60], [2.74, 1.36, -4.54], [3.11, 1.93, -2.97], [-2.54, -1.75, -1.62], [-3.46, -0.77, -2.33], [-4.48, -1.35, -3.35], [-3.89, -2.19, -4.41], [-3.48, -2.84, -5.28], [-2.09, -2.28, -2.46], [-3.00, -2.48, -0.96], [-1.74, -1.28, -1.05], [-2.88, -0.06, -2.92], [-3.97, -0.13, -1.61], [-5.10, -0.63, -3.88], [-5.10, -2.03, -2.77], [-4.21, 2.95, -1.85], [-4.36, 3.47, -0.46], [-2.99, 4.51, -0.03], [-2.42, 4.55, 1.39], [-2.54, 5.64, -0.83], [-4.41, 2.23, 0.82], [-3.21, 1.34, 0.87], [-5.66, 1.54, 1.15], [-5.80, 4.40, -0.24], [-5.92, 5.37, 0.86], [-6.67, 4.64, -1.39], [-2.94, 3.94, 2.13], [-2.45, 5.58, 1.74], [-1.38, 4.24, 1.32], [-3.22, 6.47, -0.64], [-2.49, 5.44, -1.91], [-1.62, 6.09, -0.47], [-2.31, 1.94, 0.69], [-3.11, 0.96, 1.89], [-3.30, 0.48, 0.20], [-6.04, 0.98, 0.30], [-5.56, 0.96, 2.07], [-6.36, 2.33, 1.41], [-6.93, 5.35, 1.28], [-5.20, 5.27, 1.68], [-5.88, 6.40, 0.51], [-6.69, 3.71, -1.97], [-6.05, 5.27, -2.03], [-7.67, 5.02, -1.19], [-0.29, 1.67, 2.36], [0.74, 0.95, 1.48], [2.32, 0.83, 2.20], [3.39, 0.01, 1.64], [2.33, 0.98, 3.71], [1.04, 1.70, -0.08], [2.19, 2.67, -0.28], [-0.01, 1.74, -1.15], [0.38, -0.65, 1.06], [-0.53, -1.42, 1.92], [1.11, -1.42, 0.06], [4.28, 0.30, 2.20], [3.65, 0.11, 0.59], [3.24, -1.06, 1.84], [2.19, 0.01, 4.18], [1.64, 1.73, 4.09], [3.33, 1.19, 4.09], [2.58, 3.09, 0.65], [3.00, 2.05, -0.65], [1.88, 3.50, -0.91], [-0.82, 1.03, -0.95], [-0.42, 2.74, -1.10], [0.42, 1.64, -2.15], [-0.97, -0.89, 2.76], [-1.35, -1.73, 1.27], [0.05, -2.27, 2.27], [1.67, -0.78, -0.62], [0.49, -2.07, -0.56], [1.76, -2.13, 0.57], [-2.73, -4.81, 3.07], [-2.39, -6.12, 2.46], [-2.05, -5.90, 0.78], [-2.08, -4.58, 0.16], [-2.08, -7.04, -0.15], [-3.74, -7.09, 2.52], [-4.93, -6.77, 1.68], [-4.08, -7.73, 3.77], [-1.04, -6.97, 3.10], [-0.76, -8.36, 2.90], [0.04, -6.25, 3.84], [-2.72, -4.54, -0.73], [-1.12, -4.34, -0.30], [-2.46, -3.86, 0.88], [-1.26, -7.00, -0.87], [-2.97, -7.05, -0.77], [-2.03, -7.99, 0.38], [-4.62, -6.93, 0.65], [-5.75, -7.46, 1.89], [-5.20, -5.74, 1.86], [-4.14, -6.96, 4.53], [-5.02, -8.27, 3.66], [-3.27, -8.40, 4.07], [-1.72, -8.88, 2.90], [-0.30, -8.54, 1.93], [-0.14, -8.80, 3.68], [0.87, -6.87, 4.16], [-0.41, -5.87, 4.76], [0.54, -5.53, 3.20], [-1.83, -1.09, -6.97], [-0.95, -0.05, -6.35], [-0.07, 0.97, -7.44], [-0.07, 0.62, -8.82], [1.11, 1.83, -7.00], [0.33, -0.65, -5.37], [1.47, -1.30, -5.97], [-0.11, -1.14, -4.01], [-1.78, 1.05, -5.27], [-1.18, 2.14, -4.51], [-3.16, 1.37, -5.59], [-0.89, -0.01, -9.15], [0.69, -0.06, -9.22], [-0.02, 1.54, -9.41], [2.05, 1.32, -7.19], [1.20, 1.96, -5.93], [1.09, 2.78, -7.54], [2.02, -0.60, -6.60], [2.12, -1.74, -5.22], [0.99, -2.05, -6.60], [-0.54, -2.12, -4.18], [0.79, -1.37, -3.43], [-0.87, -0.56, -3.48], [-1.86, 2.47, -3.72], [-0.22, 1.78, -4.14], [-1.03, 3.01, -5.15], [-3.70, 0.46, -5.84], [-3.28, 1.98, -6.49], [-3.72, 1.84, -4.78]],
  "lowdin_spin": [0.002, 0.003, 0.001, 0.001, 0.000, 0.000, 0.001, 0.000, 0.000, 0.003, 0.001, 0.001, 0.001, 0.001, 0.003, 0.001, 0.000, 0.000, 0.000, 0.000, 0.002, 0.001, 0.000, 0.000, 0.000, 0.001, 0.000, 0.000, 0.000, 0.000, 0.001, 0.005, 0.005, 0.000, 0.000, 0.000, 0.000, 0.000, 0.001, 0.006, 0.003, 0.001, 0.005, 0.014, 0.046, 0.036, 0.007, 0.003, 0.000, 0.001, 0.008, 0.005, 0.008, 0.036, 0.024, 0.074, 0.050, 0.014, 0.014, 0.006, 0.004, 0.001, 0.042, 0.016, 0.009, 0.027, 0.000, 0.000, 0.000, 0.000, 0.000, 0.000, 0.000, 0.000, 0.000, 0.000, 0.000, 0.000, 0.002, 0.001, 0.002, 0.012, 0.056, 0.000, 0.001, 0.001, 0.000, 0.005, 0.002, 0.001, 0.010, 0.005, 0.006, 0.013, 0.029, 0.000, 0.000, 0.000, 0.000, 0.000, 0.000, 0.001, 0.002, 0.002, 0.000, 0.001, 0.000, 0.001, 0.002, 0.002, 0.005, 0.002, 0.004, 0.071, 0.012, 0.001, 0.001, 0.001, 0.001, 0.005, 0.000, 0.000, 0.000, 0.000, 0.007, 0.013, 0.076, 0.001, 0.009, 0.005, 0.000, 0.000, 0.000, 0.001, 0.000, 0.000, 0.000, 0.000, 0.000, 0.000, 0.000, 0.000, 0.000, 0.000, 0.000, 0.000, 0.000, 0.000, 0.000, 0.000, 0.000, 0.000, 0.000, 0.000, 0.000, 0.000, 0.000, 0.000, 0.000, 0.000, 0.000, 0.000, 0.000, 0.000, 0.000, 0.000, 0.000, 0.002, 0.002, 0.033, 0.001, 0.002, 0.001, 0.001, 0.025, 0.002, 0.000, 0.000, 0.001, 0.004, 0.013, 0.013, 0.001, 0.000, 0.000, 0.000, 0.000, 0.000, 0.002, 0.006, 0.017, 0.000, 0.001, 0.000],
  "homo_energy_ev": [0.15, -6.62],
  "energy_ha": -5153.89693,
  "homo_lumo_gap_ha": [0.060, 0.308],
  "mol_weight_g_mol": 1257.43,
  "s_squared": 0.7506,
  "lumo_ev": [1.78, 1.77],
  "spin_multiplicity": 2,
  "total_charge": -1
}

No. 2
{
  "formula": "C49H113N7O8",
  "method": "ωB97M-V/def2-TZVPD",
  "elements": ["C", "C", "C", "C", "C", "C", "C", "C", "C", "N", "O", "H", "H", "H", "H", "H", "H", "H", "H", "H", "H", "H", "H", "H", "H", "H", "H", "H", "H", "H", "C", "C", "C", "C", "C", "C", "C", "C", "C", "N", "O", "H", "H", "H", "H", "H", "H", "H", "H", "H", "H", "H", "H", "H", "H", "H", "H", "H", "H", "H", "C", "C", "C", "C", "C", "C", "C", "C", "C", "N", "O", "H", "H", "H", "H", "H", "H", "H", "H", "H", "H", "H", "H", "H", "H", "H", "H", "H", "H", "H", "C", "C", "C", "C", "C", "C", "C", "C", "C", "N", "O", "H", "H", "H", "H", "H", "H", "H", "H", "H", "H", "H", "H", "H", "H", "H", "H", "H", "H", "H", "C", "O", "C", "C", "C", "N", "H", "H", "H", "H", "H", "H", "H", "H", "H", "H", "H", "C", "O", "C", "C", "C", "N", "H", "H", "H", "H", "H", "H", "H", "H", "H", "H", "H", "C", "O", "C", "C", "C", "N", "H", "H", "H", "H", "H", "H", "H", "H", "H", "H", "H", "C", "O", "H", "H", "H", "H"],
  "xyz": [[1.12, 1.72, -6.78], [1.14, 1.47, -5.22], [0.47, 2.61, -4.43], [0.23, 0.19, -5.02], [0.31, -0.41, -3.68], [1.81, -0.70, -3.25], [2.76, 0.46, -3.42], [2.70, 1.37, -2.22], [4.19, -0.11, -3.32], [2.53, 1.09, -4.77], [3.46, 2.07, -5.07], [1.70, 0.98, -7.33], [0.10, 1.87, -7.12], [1.67, 2.61, -7.08], [-0.53, 2.88, -4.76], [0.36, 2.51, -3.35], [0.99, 3.56, -4.54], [-0.79, 0.46, -5.29], [0.48, -0.62, -5.71], [-0.25, 0.12, -2.91], [-0.14, -1.40, -3.74], [2.22, -1.48, -3.89], [1.66, -1.09, -2.24], [2.93, 0.75, -1.35], [1.71, 1.77, -1.97], [3.42, 2.18, -2.25], [4.93, 0.65, -3.57], [4.41, -0.92, -4.03], [4.47, -0.53, -2.36], [4.11, 1.48, -5.46], [1.67, -7.78, -0.29], [2.81, -7.00, -1.02], [3.84, -8.03, -1.52], [2.20, -6.32, -2.21], [1.48, -4.94, -1.91], [2.39, -4.06, -1.00], [3.00, -4.79, 0.26], [4.10, -3.84, 0.78], [1.88, -4.89, 1.26], [3.58, -6.07, -0.13], [4.22, -6.66, 0.93], [1.37, -8.62, -0.92], [1.90, -8.14, 0.71], [0.79, -7.16, -0.13], [4.84, -7.65, -1.71], [3.94, -8.79, -0.75], [3.59, -8.51, -2.47], [2.85, -6.15, -3.07], [1.30, -6.80, -2.62], [1.31, -4.36, -2.82], [0.62, -5.08, -1.26], [1.76, -3.22, -0.70], [3.17, -3.65, -1.64], [4.93, -3.92, 0.08], [4.39, -4.23, 1.76], [3.82, -2.79, 0.82], [1.83, -3.94, 1.79], [2.06, -5.58, 2.09], [0.93, -5.19, 0.82], [3.47, -6.78, 1.52], [-6.65, 2.95, -1.75], [-5.66, 1.95, -1.14], [-6.31, 1.32, 0.12], [-5.46, 0.60, -1.98], [-4.58, 0.94, -3.19], [-3.17, 1.39, -2.69], [-3.25, 2.67, -1.90], [-1.90, 2.76, -1.08], [-3.48, 3.97, -2.77], [-4.29, 2.48, -0.82], [-4.37, 3.61, -0.02], [-7.58, 2.39, -1.78], [-6.79, 3.77, -1.04], [-6.29, 3.30, -2.72], [-6.51, 2.18, 0.77], [-7.27, 0.82, -0.04], [-5.55, 0.77, 0.67], [-4.95, -0.14, -1.37], [-6.40, 0.18, -2.34], [-4.45, 0.06, -3.82], [-5.02, 1.64, -3.90], [-2.72, 1.68, -3.64], [-2.62, 0.57, -2.21], [-1.75, 3.57, -0.36], [-1.07, 2.73, -1.79], [-1.82, 1.82, -0.52], [-3.98, 4.74, -2.18], [-4.18, 3.82, -3.58], [-2.53, 4.30, -3.20], [-4.85, 4.21, -0.59], [5.20, 4.24, 2.72], [3.68, 4.41, 2.52], [3.19, 3.19, 1.79], [3.09, 4.36, 3.98], [1.67, 4.89, 4.08], [1.57, 6.31, 3.52], [1.99, 6.37, 2.08], [0.96, 5.69, 1.19], [2.11, 7.89, 1.74], [3.33, 5.72, 1.89], [3.91, 5.93, 0.64], [5.70, 4.01, 1.78], [5.74, 5.11, 3.08], [5.39, 3.42, 3.42], [2.10, 3.17, 1.77], [3.61, 3.05, 0.79], [3.45, 2.27, 2.31], [3.01, 3.33, 4.33], [3.71, 4.93, 4.67], [0.93, 4.18, 3.70], [1.39, 5.02, 5.13], [2.29, 6.82, 4.16], [0.56, 6.63, 3.80], [0.33, 4.90, 1.59], [1.40, 5.20, 0.32], [0.26, 6.43, 0.81], [2.33, 8.00, 0.68], [2.90, 8.42, 2.29], [1.18, 8.39, 1.98], [4.65, 6.43, 1.01], [2.86, -1.27, 3.25], [2.34, -0.89, 4.54], [1.65, -1.94, 5.22], [0.52, -2.59, 4.43], [-0.56, -1.53, 4.07], [-0.15, -3.54, 5.30], [3.58, -0.55, 2.87], [1.98, -1.36, 2.61], [3.46, -2.17, 3.35], [2.28, -2.70, 5.68], [1.36, -1.46, 6.15], [0.87, -3.22, 3.62], [-1.23, -1.83, 3.27], [-0.02, -0.66, 3.70], [-1.07, -1.12, 4.94], [-0.70, -2.99, 5.93], [-0.92, -4.02, 4.85], [-5.55, 0.50, 4.65], [-4.24, 0.51, 4.07], [-3.67, 1.81, 3.85], [-2.39, 1.67, 3.04], [-1.76, 3.05, 2.63], [-2.62, 0.95, 1.80], [-5.66, -0.13, 5.53], [-6.33, 0.16, 3.97], [-5.90, 1.46, 5.04], [-4.36, 2.49, 3.36], [-3.46, 2.27, 4.81], [-1.64, 1.11, 3.60], [-2.48, 3.75, 2.19], [-0.90, 2.91, 1.98], [-1.45, 3.61, 3.52], [-3.48, 0.43, 1.96], [-2.99, 1.66, 1.19], [-1.78, -6.37, -2.37], [-1.77, -5.13, -1.71], [-2.87, -4.86, -0.91], [-2.80, -3.42, -0.28], [-2.67, -2.34, -1.36], [-1.57, -3.35, 0.55], [-1.51, -7.23, -1.75], [-1.09, -6.32, -3.21], [-2.80, -6.56, -2.70], [-3.76, -4.78, -1.53], [-3.07, -5.59, -0.12], [-3.68, -3.17, 0.31], [-3.57, -2.22, -1.96], [-1.85, -2.60, -2.03], [-2.49, -1.42, -0.81], [-1.31, -2.38, 0.66], [-0.89, -3.68, -0.13], [0.66, 0.11, 0.68], [-0.56, -0.58, 1.04], [0.91, 0.69, 1.57], [1.47, -0.49, 0.27], [0.48, 0.92, -0.02], [-1.28, -0.02, 1.36]],
  "mulliken_charge": [-1.953, 1.584, -1.326, -1.692, 0.938, -0.740, 2.178, -1.617, -2.395, 0.371, -0.476, 0.448, 0.358, 0.385, 0.436, -0.132, 0.396, 0.423, 0.368, -0.761, 0.339, 0.608, -0.430, 0.428, 0.030, 0.452, 0.565, 0.492, 0.288, 0.390, -1.582, 2.110, -1.965, -1.819, 0.393, -0.842, 2.033, -2.040, -0.642, 0.134, -0.474, 0.461, 0.331, 0.197, 0.440, 0.369, 0.400, 0.405, 0.488, 0.604, -0.672, -0.528, 0.561, 0.536, 0.369, 0.087, -0.525, 0.682, -0.085, 0.444, -1.829, 1.135, -1.875, -1.224, -1.217, 0.063, 1.768, -0.882, -1.570, 1.306, -0.528, 0.473, 0.432, 0.278, 0.472, 0.362, 0.253, 0.335, 0.495, 0.618, 0.386, 0.008, -0.590, 0.695, -0.310, -0.250, 0.274, 0.365, 0.393, 0.282, -2.081, 1.922, -1.581, -1.481, 0.015, -1.361, 1.904, -1.733, -1.987, 0.273, -0.433, 0.421, 0.490, 0.377, -0.029, 0.496, 0.335, 0.500, 0.365, -0.255, 0.473, 0.342, 0.427, 0.041, 0.423, 0.503, 0.451, 0.416, 0.437, 0.379, 0.125, -0.426, -1.316, 2.073, -0.873, -0.934, 0.353, -0.503, 0.340, 0.423, 0.329, -0.665, 0.206, -0.180, 0.557, 0.336, 0.306, -0.909, -0.292, -1.254, 1.218, -1.485, 0.665, 0.289, 0.275, 0.379, 0.441, 0.493, -0.008, 0.251, 0.004, 0.726, 0.127, -1.026, -0.943, -0.028, -1.290, 0.320, -0.345, -0.427, 0.286, 0.225, 0.430, 0.513, 0.430, 0.462, 0.477, 0.173, -0.381, 0.341, -0.035, -0.279, 0.702, 0.374, 0.076, -0.438, -0.682],
  "homo_energy_ev": -8.09,
  "energy_ha": -2919.61748,
  "homo_lumo_gap_ha": 0.314,
  "mol_weight_g_mol": 928.48,
  "lumo_ev": 0.45,
  "smiles": "CC1(C)CCCC(C)(C)N1O.CC1(C)CCCC(C)(C)N1O.CC1(C)CCCC(C)(C)N1O.CC1(C)CCCC(C)(C)N1O.COC[C@H](C)N.COC[C@H](C)N.COC[C@H](C)N.CO",
  "relative_energy_ev": 3.553
}